(1)
Computed, not measured: a molecular structure, C6H12O, with ωB97M-V/def2-TZVPD.

Values from the calculation:
Strongest force on any atom: 0.55 eV/A
Molar mass: 100.16 g mol⁻¹
Gap between HOMO and LUMO: 0.386 hartree
ΔE to the lowest compared entry with this formula, charge and spin: 24.8 kcal/mol
HOMO: -0.3509 Ha

ORCA input file:
```
! RIJCOSX wB97M-V def2-TZVPD def2/J DEFGRID3
* xyz 0 1
C -1.79798 0.83856 -0.80301
C -0.72513 -0.23351 -0.78929
O 0.21955 -0.15148 -1.87476
C 1.26976 -0.58770 -1.00863
C 0.43460 -0.23478 0.24251
C 0.31895 -1.25820 1.36658
C 0.74976 1.17785 0.75645
H -2.42379 0.72531 -1.69506
H -2.45242 0.73064 0.07208
H -1.38142 1.84990 -0.80250
H -1.22009 -1.22076 -0.80243
H 2.18813 -0.00548 -1.14180
H 1.48897 -1.65990 -1.14485
H 0.07733 -2.25806 0.98514
H -0.47968 -0.97302 2.06307
H 1.24592 -1.33628 1.94760
H -0.15945 1.65688 1.11803
H 1.16029 1.78522 -0.05881
H 1.48669 1.15480 1.56966
*
```



(2)
Computed, not measured: a molecular structure, C25H52BiN9O4P2STe, with ωB97M-V/def2-TZVPD.

Values from the calculation:
Strongest force on any atom: 1.04 eV/A
Molar mass: 973.35 g mol⁻¹
Gap between HOMO and LUMO: 0.253 hartree
HOMO: -0.2348 Ha

ORCA input file:
```
! RIJCOSX wB97M-V def2-TZVPD def2/J DEFGRID3
* xyz 0 1
Bi -0.82471 -0.77530 -0.46948
C -1.16229 5.37326 1.64484
N -1.85178 4.18244 2.12653
C -1.51888 3.91933 3.52589
P -1.58663 2.79173 1.19203
O -0.18822 2.39442 1.01164
O -2.24374 3.30558 -0.19772
P -1.81659 2.92111 -1.72754
O -1.65734 1.48029 -2.01168
N -3.04666 3.74515 -2.50972
C -4.39950 3.49508 -2.01548
C -2.96719 3.60003 -3.96125
N -0.46539 3.77105 -2.15919
C -0.40727 5.21451 -2.01891
C 0.81973 3.09251 -2.06212
N -2.64250 1.65486 1.73912
C -2.26111 0.74521 2.80872
C -4.06895 1.92830 1.65116
H -1.44738 6.21979 2.27165
H -1.46831 5.57580 0.62072
H -0.07115 5.26142 1.68205
H -1.82248 4.77271 4.13412
H -0.44542 3.74425 3.67020
H -2.05930 3.04296 3.87326
H -4.45137 3.75663 -0.96206
H -4.70429 2.45047 -2.14622
H -5.08740 4.13739 -2.56670
H -1.92915 3.69027 -4.27513
H -3.54730 4.39965 -4.42511
H -3.36012 2.63498 -4.29876
H -1.41582 5.61795 -2.07080
H 0.18176 5.62354 -2.84361
H 0.06155 5.51550 -1.07658
H 0.67001 2.04136 -2.30041
H 1.24974 3.16260 -1.05935
H 1.50803 3.53225 -2.78762
H -1.17272 0.71249 2.88746
H -2.63550 -0.25571 2.59121
H -2.67692 1.06160 3.77376
H -4.22432 2.85987 1.11385
H -4.51026 2.02013 2.64691
H -4.56705 1.11583 1.11330
C -1.82910 -5.59144 3.41209
C -1.54723 -4.15646 3.84591
N -0.17679 -3.76348 3.57076
C 0.83406 -4.08528 4.56566
C 1.13880 -2.91305 5.49405
C 0.19362 -3.12858 2.44112
S -0.98246 -2.97216 1.16505
N 1.46161 -2.79064 2.32174
C 1.91094 -1.67536 1.74124
O 1.23668 -0.65213 1.56204
C 3.36356 -1.68602 1.39837
C 4.26308 -2.54488 2.02010
C 5.61337 -2.47322 1.71863
C 6.07171 -1.55032 0.78847
C 5.17354 -0.71248 0.14186
C 3.82640 -0.77288 0.45600
H -2.86110 -5.85914 3.63243
H -1.17168 -6.28243 3.93977
H -1.66446 -5.69106 2.34087
H -1.71569 -4.04584 4.92055
H -2.21155 -3.47809 3.31192
H 1.74281 -4.38187 4.04031
H 0.47602 -4.93802 5.14614
H 1.53140 -2.07794 4.91711
H 1.87645 -3.21422 6.23718
H 0.23391 -2.58539 6.00637
H 3.89366 -3.24134 2.75890
H 6.30965 -3.13087 2.22295
H 7.13175 -1.47243 0.58467
H 5.52543 0.00104 -0.59211
H 3.11429 -0.09824 -0.00083
C 1.47688 -3.39175 -1.69951
N 1.81831 -2.57659 -2.84705
C 3.23295 -2.53451 -3.15733
C 0.90275 -1.76677 -3.44488
N -0.18068 -1.43042 -2.82598
N 1.24665 -1.32145 -4.71488
C 0.50417 -0.20575 -5.26648
C 1.59850 -2.30440 -5.73009
H 1.75155 -4.43113 -1.90446
H 0.40788 -3.34973 -1.51590
H 2.00781 -3.06231 -0.80162
H 3.79334 -2.25030 -2.26062
H 3.43141 -1.81064 -3.94165
H 3.58766 -3.52051 -3.47282
H -0.85683 -0.91040 -3.37285
H 0.32607 0.54659 -4.50019
H -0.45458 -0.51272 -5.70328
H 1.11028 0.23765 -6.05671
H 1.90846 -3.23880 -5.27231
H 2.41109 -1.91694 -6.34839
H 0.73924 -2.50591 -6.38039
Te -3.31147 -1.31226 -1.02489
*
```



(3)
Computed, not measured: 3 unconnected molecules or ions with the total composition C4H13O4, with ωB97M-V/def2-TZVPD.

Values from the calculation:
Strongest force on any atom: 1.60 eV/A
Molar mass: 125.14 g mol⁻¹
Gap between HOMO and LUMO: 0.295 hartree
ΔE to the lowest compared entry with this formula, charge and spin: 16.3 kcal/mol
HOMO: -0.1471 Ha

ORCA input file:
```
! RIJCOSX wB97M-V def2-TZVPD def2/J DEFGRID3
* xyz -1 1
C -0.17417 1.27341 1.58148
O -1.08321 2.23943 1.08416
C -0.87682 -0.03679 1.96585
C -0.98625 -1.08501 0.83652
C 0.31973 -1.60154 0.26422
O 0.62886 -0.95573 -0.93366
H 0.30466 1.70260 2.46329
H 0.61857 1.04004 0.86284
H -1.91145 0.23501 2.21562
H -0.52359 -0.45684 2.91882
H -1.49579 -0.47686 0.08369
H -1.63219 -1.89291 1.18618
H 1.16373 -1.49660 0.97325
H 0.25061 -2.68829 0.06695
H -0.30990 0.41143 -1.08940
H 1.75003 -1.11225 -1.95913
H 2.84254 -1.89994 -2.70264
O 2.44710 -1.02790 -2.72627
H -1.20044 2.07034 0.13748
H -0.56604 1.30219 -2.25516
O -0.66544 1.32226 -1.30312
*
```



(4)
Computed, not measured: a molecular structure, C19H27HfN5O2S, with ωB97M-V/def2-TZVPD.

Values from the calculation:
Strongest force on any atom: 6.95 eV/A
Molar mass: 568.02 g mol⁻¹
Gap between HOMO and LUMO: 0.255 hartree
HOMO: -0.7600 Ha

ORCA input file:
```
! RIJCOSX wB97M-V def2-TZVPD def2/J DEFGRID3
* xyz 4 1
N 1.55418 -1.07092 -1.85237
C 1.52933 -1.61582 -2.87612
C 1.57106 -2.34888 -4.14015
H 1.69501 -3.42815 -3.95474
H 2.41727 -2.00558 -4.75760
H 0.64358 -2.20083 -4.71619
N 1.81021 2.27072 -0.00040
C 1.80507 3.45173 -0.00443
C 1.96131 4.87033 -0.01011
H 2.72131 5.15483 -0.75168
H 2.28309 5.21071 0.98390
H 1.00999 5.35494 -0.26660
N 1.56250 -1.05888 1.86966
C 1.53868 -1.60066 2.89627
C 1.58659 -2.32650 4.16364
H 0.85148 -1.92451 4.87925
H 2.58759 -2.24391 4.61838
H 1.36756 -3.39484 4.00589
Hf 1.71439 0.16453 0.00363
C -0.21305 1.00512 1.42707
O -0.84346 1.53271 2.28132
C -0.20959 1.00736 -1.43781
O -0.88851 1.50475 -2.26161
C 4.55681 -0.10054 -1.41829
C 4.49404 -1.32147 -0.70267
C 4.49674 -1.31420 0.71866
C 4.56164 -0.08569 1.42124
C 4.62326 1.14173 0.70418
C 4.62068 1.13420 -0.71399
H 4.60763 -0.10478 -2.52764
H 4.48976 -2.28806 -1.24918
H 4.49681 -2.27521 1.27506
H 4.61429 -0.07823 2.53040
H 4.73118 2.09909 1.25698
H 4.72494 2.08572 -1.27725
C -5.20055 -0.09805 -2.31502
C -4.42102 -1.01411 -1.42146
N -3.11927 -0.38037 -1.16643
C -2.56806 -0.14132 0.01145
S -0.74042 -0.27662 0.06313
N -3.19221 -0.08449 1.17777
C -4.50605 0.51942 1.45478
C -5.30121 -0.49056 2.22629
H -5.33392 0.88967 -1.86300
H -6.17120 -0.54996 -2.46327
H -4.71899 0.02601 -3.28855
H -4.84143 -1.16559 -0.43102
H -4.20307 -1.97659 -1.89350
H -2.45609 -0.34036 -1.93728
H -2.55368 -0.13514 1.97158
H -4.33143 1.43762 2.02836
H -4.88804 0.77583 0.47096
H -4.85318 -0.68400 3.20385
H -6.28775 -0.07485 2.36958
H -5.38582 -1.43736 1.68510
*
```